No. 1
# C17H13F3N4O5ReSSbSe4

A molecular structure, C17H13F3N4O5ReSSbSe4 in a non-equilibrium geometry (ωB97M-V/def2-TZVPD, the OMol25 dataset).

The geometry in XYZ format:
```
49
Properties=species:S:1:pos:R:3:forces:R:3
Re 0.84796 1.01226 -0.20105 0.0 0.0 2.3
O 1.34361 6.96347 1.29989 0.6 -0.5 -1.1
C 1.30384 5.67285 0.91046 -0.8 1.5 0.3
C 2.31741 5.01899 0.21381 -0.4 0.0 0.6
C 2.10663 3.67295 0.03953 -0.7 -2.1 0.7
N 0.95644 3.00965 0.39990 0.7 2.2 -1.0
C -0.08140 3.71852 0.93983 0.6 -1.8 0.2
C 0.09488 5.03254 1.25485 -0.8 -0.4 0.0
C -1.17775 2.67517 1.33192 0.8 0.9 -0.4
O -2.34594 2.94367 1.81737 0.4 0.0 -0.5
O -0.82159 1.49070 1.18801 0.0 -0.5 -0.2
C 3.20143 2.65546 -0.35020 -3.8 -0.6 0.5
O 4.23221 3.02178 -0.70387 3.3 0.4 -0.9
O 2.76556 1.34512 -0.22833 0.2 0.6 -0.2
H 2.00136 7.47199 0.77219 -0.3 -0.4 0.7
H 3.23240 5.55387 -0.02195 0.0 -0.5 -0.2
H -0.75696 5.54735 1.68481 0.7 0.4 0.1
C -2.71784 -1.17678 -0.75726 0.7 -1.0 0.1
N -2.34301 -2.56733 -1.00505 -0.2 1.1 -0.5
C -3.07843 -3.68013 -0.60842 0.4 0.6 0.6
C -2.38573 -4.75579 -1.07009 -0.8 3.6 -1.0
N -1.43474 -4.22492 -1.96015 0.5 -2.3 1.1
C -1.32174 -2.91579 -1.80649 -0.6 0.6 -0.4
S -0.16910 -1.93829 -2.60433 0.0 0.0 -0.2
H -2.87150 -0.60654 -1.64563 -0.7 -0.1 -1.0
H -1.88783 -0.66248 -0.32462 0.3 0.1 0.9
H -3.56262 -1.22562 -0.11540 -0.7 0.5 0.5
H -4.00878 -3.47064 -0.03871 1.0 -0.8 -0.4
H -2.66652 -5.72513 -0.98499 -0.3 -2.8 -0.1
H -0.80941 -4.82169 -2.49003 0.1 0.4 0.1
F 2.32295 -5.88287 -0.34214 -0.3 0.0 0.5
C 2.49016 -5.24436 0.83246 0.6 1.7 -0.5
F 3.79376 -5.30927 1.13479 0.0 0.2 -0.3
F 1.85477 -5.81887 1.80797 -1.1 -1.0 0.6
C 2.03275 -3.75522 0.68940 -0.2 -0.2 0.3
C 0.77634 -3.25730 1.14362 2.0 -0.7 -0.6
C 0.53899 -1.94031 0.85326 -2.3 1.4 0.3
N 1.39903 -1.11207 0.23114 -0.8 0.7 -0.3
C 2.55886 -1.60414 -0.18977 0.9 0.9 -0.1
C 2.93277 -2.90429 0.05690 -1.4 -0.7 -0.2
H 0.09330 -3.88310 1.69494 -0.2 0.0 -0.1
H -0.47215 -1.45777 1.06079 1.5 -0.8 0.1
H 3.20904 -0.88660 -0.70264 -0.2 -0.5 0.2
H 3.77537 -3.34831 -0.40751 1.0 0.0 -0.1
Se -5.85708 2.56043 0.21496 -0.4 -0.3 0.0
Sb -4.51396 4.31050 -0.41249 -0.2 -0.7 0.1
Se -0.27382 0.63336 -2.02529 0.4 -0.2 -0.6
Se -3.53267 5.18142 -2.27428 0.3 0.5 -0.6
Se -3.09123 4.68358 1.69786 0.1 0.2 0.8
```
Positions in Å, forces in eV/Å.

Summary:
Calculated total energy (hartree): -11872.34059
E_HOMO (eV): -13.79
Net charge: +2
Largest force on an atom (eV/Å): 3.87
Frontier orbital gap (Ha): 0.2229

Mulliken atomic charge list, values in e, 2 entries: 1.08 -0.47

***

No. 2
# C25H45CaFN3O3Se4Si4

A molecular structure, C25H45CaFN3O3Se4Si4 in a non-equilibrium geometry (ωB97M-V/def2-TZVPD, the OMol25 dataset).

The geometry in XYZ format:
```
86
Properties=species:S:1:pos:R:3:forces:R:3
Ca -3.14410 -2.40548 -0.61125 -0.9 -2.3 2.6
Se -4.08666 -1.76897 2.17932 -0.1 0.2 -0.1
Se -4.42856 -4.00242 2.77654 0.0 -0.1 0.0
Se -5.63300 -4.93872 1.01370 -0.1 0.1 0.0
Se -4.08860 -5.15508 -0.72940 0.0 -0.1 -0.1
C -0.95463 3.89563 -4.53449 0.0 0.0 0.0
C -0.02256 2.79301 -4.04649 -0.1 0.0 0.1
N -0.60236 1.99117 -2.97432 0.1 0.1 -0.2
C -1.27860 0.82981 -3.31757 0.1 0.1 0.0
C -1.81367 -0.00328 -2.41958 -0.1 -0.1 0.0
C -2.56554 -1.31413 -2.59017 0.2 0.5 -1.0
O -3.81941 -1.25384 -2.53318 0.4 0.4 -0.2
O -1.88756 -2.35057 -2.42400 0.3 0.4 -1.2
C -1.64822 0.27349 -1.00675 0.3 0.8 -1.0
O -1.98341 -0.51598 -0.15106 -0.2 0.0 1.1
C -1.04618 1.55530 -0.66189 -0.1 0.0 -0.7
C -0.92361 1.88353 0.66509 -0.1 0.1 0.6
C -0.33977 3.06725 1.01281 0.0 0.0 0.1
F -0.23599 3.34343 2.34024 0.1 0.4 0.2
C 0.14947 3.96587 0.06196 0.1 -0.1 0.3
C 0.05949 3.60443 -1.26704 0.1 -0.2 -0.5
C -0.53376 2.39609 -1.65990 0.0 0.1 0.0
N 0.73060 5.24566 0.33833 -0.1 0.3 0.4
C 0.00235 6.38142 -0.20364 0.1 -0.2 0.2
C -1.07837 6.85981 0.75319 0.1 0.0 0.1
N -0.38120 7.30773 2.01738 0.0 -0.2 -0.1
C 0.39594 6.17770 2.65694 0.0 0.0 -0.2
C 1.34268 5.56837 1.62260 -0.1 -0.1 -0.3
H -0.49073 4.45539 -5.34967 0.0 0.0 0.0
H -1.19669 4.59332 -3.72760 0.0 0.0 -0.1
H -1.89198 3.46816 -4.89704 0.1 0.0 0.0
H 0.92711 3.20426 -3.70698 0.1 0.0 0.0
H 0.21588 2.11483 -4.86211 0.0 -0.1 0.0
H -1.33051 0.64247 -4.38214 0.0 0.0 0.0
H -1.27760 1.17896 1.41645 0.1 0.1 -0.1
H 0.51010 4.26906 -1.99315 -0.1 0.0 0.0
H -0.45795 6.11736 -1.14993 0.0 0.0 0.0
H 0.70458 7.20228 -0.39251 0.0 0.1 -0.1
H -1.74389 6.03841 1.01992 0.0 0.0 0.0
H -1.65389 7.70032 0.37149 0.0 0.0 0.0
H -1.04878 7.68899 2.68341 -0.1 0.0 0.1
H 0.26500 8.05904 1.77518 0.0 0.1 0.0
H -0.33584 5.46077 3.00040 -0.2 -0.2 0.1
H 0.93715 6.58974 3.50653 0.0 0.0 0.0
H 1.79983 4.68501 2.05673 0.0 -0.1 0.0
H 2.14338 6.29214 1.43220 0.1 0.0 0.0
C -0.12544 -5.74228 -1.76112 -0.1 0.0 -0.2
Si 0.35696 -5.35320 0.01329 0.3 0.1 0.1
C 2.12876 -5.99814 0.21960 0.2 -0.2 0.0
C -0.67854 -6.39808 1.16784 -0.2 -0.1 0.1
Si 0.07620 -3.09541 0.40509 -0.7 0.2 -0.2
Si 0.50023 -2.57734 2.60887 0.3 -0.1 -0.2
C 0.00379 -0.78237 2.92664 -0.1 0.3 0.0
C -0.46592 -3.63614 3.80911 -0.2 -0.1 0.2
C 2.31157 -2.71563 3.15951 0.2 0.1 0.2
Si 1.73244 -1.98531 -0.76946 0.1 -0.2 0.2
C 1.46809 -2.04098 -2.63985 -0.2 0.1 -0.2
C 3.53513 -2.52151 -0.53337 0.3 0.1 0.0
C 1.76403 -0.14585 -0.27503 -0.1 0.3 0.0
H -0.17905 -6.82583 -1.92562 0.0 0.1 0.0
H 0.59932 -5.31623 -2.46710 -0.1 0.0 0.1
H -1.10695 -5.31367 -1.98646 0.1 -0.1 0.0
H 2.18018 -7.08315 0.03778 0.0 0.2 0.0
H 2.48680 -5.80302 1.23819 0.0 0.0 -0.1
H 2.81689 -5.50373 -0.47429 -0.1 -0.1 0.1
H -0.66826 -7.44401 0.83690 0.0 0.1 0.1
H -1.71724 -6.05440 1.17932 0.1 0.0 0.0
H -0.28602 -6.35359 2.18989 0.0 0.0 -0.1
H -1.04582 -0.65761 2.62734 0.1 -0.1 0.1
H 0.62627 -0.09100 2.33870 -0.1 -0.1 0.1
H 0.09706 -0.52257 3.99046 0.0 0.0 -0.1
H -1.53353 -3.61732 3.57111 0.1 0.0 0.0
H -0.32871 -3.27084 4.83593 0.0 -0.1 -0.1
H -0.13408 -4.67953 3.76524 0.0 0.1 0.0
H 2.96132 -2.05973 2.56541 -0.1 -0.1 0.1
H 2.66254 -3.74469 3.01681 0.0 0.1 0.0
H 2.43524 -2.45228 4.22252 0.0 0.0 -0.2
H 1.84157 -2.98741 -3.04822 0.0 0.1 0.0
H 1.99697 -1.21790 -3.14546 0.0 -0.1 0.0
H 0.39723 -1.98215 -2.87294 0.2 0.0 0.0
H 3.68007 -3.55509 -0.86170 0.0 0.1 0.0
H 3.81602 -2.46987 0.52472 0.0 0.0 -0.1
H 4.22400 -1.88076 -1.10814 -0.1 -0.1 0.1
H 0.75877 0.19985 -0.00617 0.5 -0.2 -0.1
H 2.14901 0.48951 -1.08873 0.0 -0.1 0.1
H 2.40317 -0.00247 0.60480 0.0 0.0 -0.1
```
Positions in Å, forces in eV/Å.

Summary:
Calculated total energy (hartree): -12910.95495
E_HOMO (eV): -2.20
Net charge: -1
Largest force on an atom (eV/Å): 3.61
Frontier orbital gap (Ha): 0.0575

Mulliken atomic charge list, values in e, 2 entries: 0.69 -0.69

***

No. 3
# C2H9N3S

A molecular structure, C2H9N3S in a non-equilibrium geometry (ωB97M-V/def2-TZVPD, the OMol25 dataset).

The geometry in XYZ format:
```
15
Properties=species:S:1:pos:R:3:forces:R:3
C -1.14024 1.54458 -0.73283 -0.3 -0.7 0.3
C -1.53881 -0.69580 -0.43790 -1.4 -1.2 -0.5
N 3.91057 -0.98125 -0.48931 -0.7 1.0 -3.4
N 1.55248 -1.24549 0.53966 1.3 0.3 -0.4
N -0.79429 0.43022 -0.26023 2.3 2.6 0.1
S 2.42492 -0.76963 -0.64024 -1.0 0.1 0.5
H -0.62078 1.60675 2.50667 -0.3 -1.1 -1.0
H -2.10917 1.69238 -1.22152 0.1 0.0 -0.2
H -0.47694 2.37221 -0.59222 0.2 0.6 0.0
H -2.42579 -0.47371 -0.95537 -1.6 0.0 -1.1
H -0.98955 -1.44530 -0.96255 0.4 -0.6 -0.3
H -1.84475 -1.08955 0.48909 -0.1 -0.7 1.4
H 4.11253 -1.27973 0.38726 1.2 -1.4 3.6
H 0.68619 -0.73136 0.43149 -0.5 0.1 -0.1
H -0.74638 1.06568 1.93800 0.3 1.2 1.3
```
Positions in Å, forces in eV/Å.

Summary:
Calculated total energy (hartree): -643.91025
E_HOMO (eV): -9.65
Net charge: 0
Largest force on an atom (eV/Å): 4.02
Frontier orbital gap (Ha): 0.3616

Mulliken atomic charge list, values in e, 2 entries: -0.29 -1.11

***

No. 4
# C3H12N3S

A gas-phase ion, C3H12N3S (charge +1) in a non-equilibrium geometry (ωB97M-V/def2-TZVPD, the OMol25 dataset).

The geometry in XYZ format:
```
19
Properties=species:S:1:pos:R:3:forces:R:3
C -2.19164 -0.90869 1.47292 1.6 -0.4 -0.1
S -1.36265 0.70388 1.69918 -0.4 0.0 -0.5
N -1.36917 1.24695 0.02443 2.2 -2.5 -0.2
N -0.08192 1.19027 -0.66724 -0.9 -1.0 0.4
C 0.55959 -0.09418 -0.77841 0.7 2.5 0.4
C 1.65735 0.04354 -1.82484 0.9 0.7 0.7
N 1.11468 -0.51335 0.64792 2.6 1.3 -0.2
H -1.57583 -1.64744 2.00374 -0.2 0.2 0.3
H -2.06843 -1.21108 0.42219 -0.7 0.4 0.2
H -3.18620 -0.92935 1.87551 -0.5 0.1 -0.2
H -1.59542 2.18173 -0.00255 -1.1 2.5 0.0
H 0.49292 2.04772 -0.68553 -0.4 -0.9 0.3
H -0.07087 -0.93888 -0.88732 -1.3 -0.2 -0.9
H 2.49620 0.63118 -1.36085 -0.7 -0.3 -0.5
H 1.35493 0.59811 -2.74927 0.0 -0.8 0.9
H 2.07151 -0.93121 -2.02070 0.2 -0.3 -0.5
H 1.58493 -1.46888 0.59729 -1.4 1.2 0.6
H 1.90656 0.15156 0.94751 -1.3 -1.1 -0.7
H 0.26346 -0.15187 1.28602 0.8 -1.3 0.0
```
Positions in Å, forces in eV/Å.

Summary:
Calculated total energy (hartree): -683.63434
E_HOMO (eV): -13.12
SMILES: CSNN[C@@H](C)[NH3+]
Net charge: +1
Largest force on an atom (eV/Å): 3.34
Frontier orbital gap (Ha): 0.3676

Mulliken atomic charge list, values in e, 2 entries: -0.68 -0.06

***

No. 5
# C3H7NOS

2 unconnected molecules or ions with the total composition C3H7NOS in a non-equilibrium geometry (ωB97M-V/def2-TZVPD, the OMol25 dataset).

The geometry in XYZ format:
```
13
Properties=species:S:1:pos:R:3:forces:R:3
C -0.08527 -0.26988 -1.44221 2.6 0.7 -0.9
C 1.32976 -0.92829 0.72111 -3.0 2.7 0.4
C 0.06205 -0.64558 -0.01078 2.0 2.9 -1.4
N -0.64144 1.42508 1.29973 -1.1 -1.4 -2.4
O -2.50471 3.06498 1.22295 -0.5 -0.2 -0.6
S -1.94309 1.86522 0.59747 2.3 0.1 1.9
H 0.73048 0.44474 -1.81484 -0.8 -0.9 1.0
H 0.12564 -1.15035 -2.07605 -0.2 -0.1 0.3
H -0.96946 0.18113 -1.82788 -1.1 0.0 0.4
H 1.31429 -1.92901 0.92766 0.1 -2.8 0.9
H 1.06321 -0.33600 1.63209 1.0 -0.6 -0.2
H 2.21909 -0.67426 0.27116 1.8 1.0 -1.0
H -0.70056 -1.04777 0.49960 -3.1 -1.4 1.3
```
Positions in Å, forces in eV/Å.

Summary:
Calculated total energy (hartree): -646.52336
E_HOMO (spin up / spin down) (eV): -9.26 / -8.55
Net charge: 0
Largest force on an atom (eV/Å): 4.06
Frontier orbital gap (spin up / spin down) (Ha): 0.3107 / 0.2642

Mulliken atomic charge list, values in e, 2 entries: -1.05 -1.04